#w
55
Properties=species:S:1:pos:R:3 method="wB97M-V/def2-TZVPD" gap_ev=8.54 lumo_ev=0.1 spin_multiplicity=1
C 4.83242 0.54859 0.94261
C 4.45803 0.63791 -0.53232
O 3.19324 0.06542 -0.80906
C 2.99914 -1.27276 -0.62756
C 4.00812 -2.22638 -0.63827
C 3.69485 -3.57258 -0.55988
C 2.37644 -3.97696 -0.49519
C 1.36528 -3.02977 -0.47023
C 1.65911 -1.67867 -0.49592
C 0.63818 -0.57382 -0.47796
C 1.06326 0.58942 0.46054
O 1.61025 0.42662 1.53368
N 0.69299 1.78274 -0.01878
C 0.88414 3.02631 0.69382
C 1.69509 4.02245 -0.16301
C 0.74699 5.18506 -0.48633
C -0.65149 4.60875 -0.27729
C -0.46619 3.71446 0.94424
N -0.73458 -0.94305 -0.14239
C -1.69676 -0.22104 -0.75403
O -1.44663 0.68035 -1.55195
C -3.11618 -0.52638 -0.45466
C -4.12665 0.37690 -0.72584
S -5.61042 -0.32923 -0.30684
N -4.84370 -1.72728 0.17144
N -3.60098 -1.68149 0.04316
C -1.04648 -1.84676 0.92739
C -0.15289 -1.99618 2.11686
C -1.46635 -1.29385 2.26325
H 5.06149 -0.47568 1.22560
H 3.99305 0.88532 1.54559
H 5.69813 1.17405 1.14212
H 4.33685 1.68473 -0.82481
H 5.23466 0.19139 -1.16742
H 5.04172 -1.93082 -0.72648
H 4.48994 -4.30322 -0.56846
H 2.12873 -5.02684 -0.46433
H 0.34018 -3.35757 -0.43914
H 0.59143 -0.15775 -1.49408
H 0.14359 1.81845 -0.86837
H 1.39354 2.76640 1.62476
H 2.58398 4.36598 0.36328
H 2.01973 3.52132 -1.07517
H 0.89365 5.56623 -1.49554
H 0.90946 6.00627 0.21339
H -0.94687 4.00748 -1.13859
H -1.40285 5.38168 -0.12229
H -0.40866 4.32253 1.84768
H -1.26821 2.98710 1.06610
H -4.03467 1.36151 -1.13363
H -1.57585 -2.72988 0.58751
H 0.74400 -1.40074 2.17155
H -0.04647 -2.98847 2.52778
H -2.27849 -1.77920 2.78163
H -1.44098 -0.22126 2.38854

=====

#x
55
Properties=species:S:1:pos:R:3 method="wB97M-V/def2-TZVPD" gap_ev=8.40 lumo_ev=0.6 spin_multiplicity=1
C 2.53372 1.06232 -5.80072
N 3.30308 -0.03177 -5.26146
C 4.66123 -0.19941 -5.71635
C 2.75371 -0.90046 -4.36417
C 3.54030 -1.84946 -3.68856
C 2.97995 -2.71342 -2.77695
C 1.62130 -2.65813 -2.46940
C 1.06010 -3.62774 -1.51265
O 1.43510 -4.78089 -1.42943
N 0.00491 -3.20717 -0.72498
C -0.39268 -1.92781 -0.36397
C 0.50732 -0.85985 -0.31433
C 0.06566 0.39813 0.04519
C -1.26118 0.58778 0.37646
S -1.79828 2.21840 0.81948
O -1.28025 3.18051 -0.11073
O -3.20388 2.24414 1.09137
N -0.94105 2.54230 2.25272
C -1.28075 1.80085 3.35941
N -1.70436 0.63106 3.13393
C -2.16013 -0.21246 4.20613
C -3.40658 0.34104 4.90586
C -3.09704 1.42007 5.94216
C -2.49936 2.69416 5.34770
C -1.12518 2.46385 4.70728
C -2.16037 -0.45962 0.36693
C -1.72625 -1.71726 0.00179
C 0.82642 -1.74096 -3.15749
C 1.37556 -0.88679 -4.08433
H 3.20715 1.78831 -6.25142
H 1.82590 0.72544 -6.56685
H 1.97781 1.56694 -5.00837
H 5.38559 0.10391 -4.95200
H 4.82289 0.41025 -6.60252
H 4.85226 -1.24051 -5.98539
H 4.60070 -1.90709 -3.87031
H 3.59555 -3.44100 -2.26933
H -0.49961 -3.96931 -0.28783
H 1.54573 -1.02294 -0.55395
H 0.73967 1.23872 0.07638
H -0.67914 3.50694 2.37638
H -2.39994 -1.17345 3.74120
H -1.36598 -0.38145 4.94688
H -4.07346 0.74385 4.14103
H -3.91955 -0.48362 5.40595
H -4.02295 1.68105 6.46089
H -2.40658 1.01456 6.68751
H -3.17990 3.10148 4.59625
H -2.39515 3.43440 6.14510
H -0.60237 3.41491 4.59112
H -0.52432 1.81975 5.35529
H -3.18108 -0.26702 0.65202
H -2.41557 -2.54888 -0.01139
H -0.23953 -1.71318 -2.98563
H 0.72083 -0.21343 -4.61190

=====

Result of the stability comparison: #x is the most stable of them.

=====

#w
18
Properties=species:S:1:pos:R:3 method="wB97M-V/def2-TZVPD" gap_ev="8.89 / 5.82" lumo_ev="0.4 / 0.0" spin_multiplicity=1
C -3.01331 -0.27357 0.72889
C 2.35399 -0.72878 -0.81005
C 2.05390 0.77928 0.90675
N -1.73761 -0.45304 0.13030
N 1.50354 -0.25960 0.17756
Si -1.29916 0.52254 -1.15761
H -3.04981 -0.38448 1.81764
H -3.30379 0.79784 0.52876
H -3.80287 -1.06398 0.51044
H 2.98429 -1.53055 -0.39659
H 1.85767 -1.30182 -1.51831
H 2.98887 -0.01757 -1.25476
H 1.30569 1.49735 1.16753
H 2.48857 0.51461 1.97200
H 2.72433 1.37088 0.29496
H -1.39890 -1.41955 0.26694
H -1.84929 1.81141 -0.93151
H -0.80612 0.13904 -2.43295

=====

#x
18
Properties=species:S:1:pos:R:3 method="wB97M-V/def2-TZVPD" gap_ev=8.58 lumo_ev=0.8 spin_multiplicity=1
C 0.39749 0.87771 2.87155
C 1.11410 1.24034 0.61210
C 0.49305 -1.55453 -2.03816
N -0.97395 0.53070 0.84551
N 0.15415 0.86796 1.38812
Si -1.25452 -0.71631 -2.28627
H 1.37308 0.70336 3.20148
H 0.04466 1.73056 3.27686
H -0.22922 -0.03651 3.26225
H -1.90799 -0.85958 -1.08896
H 1.97720 1.75572 1.11637
H 0.99627 1.29879 -0.50816
H 0.40802 -2.56328 -2.56056
H 1.32286 -1.04423 -2.61279
H 0.71239 -1.52684 -1.05624
H -1.47397 0.08383 1.59070
H -1.22103 0.64428 -2.68238
H -1.93259 -1.43199 -3.33143

=====

Result of the stability comparison: #x is the most stable of them.

=====

#w
10
Properties=species:S:1:pos:R:3 method="wB97M-V/def2-TZVPD" gap_ev=6.51 lumo_ev=-2.5 spin_multiplicity=1
K 3.31656 3.18626 -1.95152
N 0.06081 0.65395 0.19976
S 0.57564 -0.71112 0.74901
O 1.40044 -1.55281 -0.04920
O -0.29242 -1.43429 1.67986
F 1.74660 -0.13623 1.77306
S -1.34878 -0.06528 -0.33190
O -2.50931 0.17088 0.54122
O -1.27055 -1.16977 -1.16717
F -1.67898 1.05842 -1.44308

=====

#x
10
Properties=species:S:1:pos:R:3 method="wB97M-V/def2-TZVPD" gap_ev=8.72 lumo_ev=-1.2 spin_multiplicity=1
K 0.91510 3.02254 0.92834
N -0.40069 -1.26955 0.39511
S -1.14064 -0.40910 -0.63869
O -0.73248 -0.22441 -2.04956
O -1.94962 0.65431 -0.05403
F -2.23682 -1.57455 -0.92202
S 0.97812 -0.13004 0.43435
O 0.88445 1.02917 1.27291
O 1.72192 -0.13878 -0.81766
F 1.96069 -0.95962 1.45122

=====

Result of the stability comparison: #x is the most stable of them.

=====

#w
16
Properties=species:S:1:pos:R:3 method="wB97M-V/def2-TZVPD" gap_ev="7.31 / 5.89" lumo_ev="-4.5 / -8.0" charge=+1 spin_multiplicity=3
C -0.84100 1.22669 -0.00367
C 0.53345 1.23515 -0.03702
C -1.49179 -0.11538 -0.04097
C 1.30014 0.04162 0.35552
C 2.41748 -0.64804 -0.23499
N -0.67974 -1.13015 -0.08993
N -2.82330 -0.07216 0.03808
H -1.29519 2.20045 -0.01931
H 1.13152 2.18376 -0.27487
H 1.14321 -0.41974 1.39586
H 2.14967 -0.76393 -1.36584
H 2.48107 -1.57345 0.16010
H 3.32453 0.10761 -0.04738
H -0.89268 -1.99452 0.33278
H -3.24346 0.66474 -0.48006
H -3.21393 -0.94266 0.31169

=====

#x
16
Properties=species:S:1:pos:R:3 method="wB97M-V/def2-TZVPD" gap_ev="8.28 / 6.68" lumo_ev="-3.5 / -8.8" charge=+1 spin_multiplicity=3
C 2.39494 -0.34171 0.01750
C 0.82787 1.22190 0.01068
C 1.15705 -1.21710 -0.05648
C -1.17253 -0.45820 0.18410
C -2.29023 0.43175 -0.10436
N 2.19262 0.89835 0.03250
N 0.10324 -0.18705 0.13401
H 3.38483 -0.88838 0.02209
H 0.41583 1.58324 -0.85584
H 0.39349 1.72707 0.91730
H 0.97913 -1.46821 -1.03049
H 0.94906 -1.98819 0.67516
H -1.58485 -1.55418 0.25832
H -3.10735 0.03968 -0.71684
H -1.86756 1.43662 -0.37604
H -2.77553 0.76441 0.88839

=====

#y
16
Properties=species:S:1:pos:R:3 method="wB97M-V/def2-TZVPD" gap_ev="7.51 / 8.57" lumo_ev="-4.7 / -7.0" charge=+1 spin_multiplicity=3
C 0.96689 0.63736 -1.17516
C 0.62303 -1.03553 1.41029
C -0.46530 0.50887 -0.95378
C 0.03459 -1.95453 2.32364
C -1.32686 1.60070 -1.37640
N 1.45811 -0.56289 0.74413
N 1.91745 0.03335 -0.24618
H 1.41497 0.24547 -2.14067
H 1.28678 1.69683 -1.31117
H -0.96803 -0.08880 -0.24374
H -0.78724 -1.49444 2.71080
H 0.74651 -2.21921 3.21549
H -0.23142 -2.93801 1.75408
H -1.72592 2.18538 -0.66871
H -2.11613 1.19100 -1.95916
H -0.82743 2.19444 -2.08346

=====

Result of the stability comparison: #w is the most stable of them.